# C9H19NO

2 unconnected molecules or ions with the total composition C9H19NO in a non-equilibrium geometry (ωB97M-V/def2-TZVPD, the Open Molecules 2025 dataset).

Summary:
lowest unoccupied orbital energy (alpha / beta) = 0.031 / 0.007 Ha
total charge = 0
relative energy (zero: lowest compared OMol25 entry of this formula, charge and spin) = 561.1 kJ/mol
orbital gap (alpha / beta) = 0.30677 / 0.25895 Ha
largest force on an atom = 0.0689 Eh/bohr
total energy = -13173.7979 eV

Geometry (Å):
C (2.1651, 0.3716, -0.5267)
C (2.4218, 1.2930, -1.6560)
C (-0.6859, 2.6896, 0.6599)
C (-2.8129, -1.1347, 0.0298)
C (-0.7150, -2.2313, -0.6069)
C (2.7632, -1.2769, 1.0679)
C (-1.1434, 1.2771, 1.1648)
C (-1.3046, -1.1574, 0.3124)
C (-0.8268, 0.2300, 0.0126)
N (3.0671, -0.2812, 0.0904)
O (-0.9944, 0.5136, -1.3261)
H (2.9061, 2.1610, -1.3558)
H (1.4450, 1.4649, -2.0808)
H (2.9797, 0.6554, -2.3708)
H (-1.0153, 3.3790, 1.4605)
H (-1.1149, 2.8203, -0.3187)
H (0.4410, 2.7264, 0.6015)
H (-2.9557, -1.2072, -1.0204)
H (-3.3135, -0.3228, 0.5616)
H (-3.1177, -2.1472, 0.3336)
H (-0.7825, -1.7482, -1.6635)
H (-1.3779, -3.0683, -0.6411)
H (0.2553, -2.5940, -0.3082)
H (3.4325, -1.2690, 1.8940)
H (2.8494, -2.3078, 0.6260)
H (1.6907, -1.1635, 1.5169)
H (-2.1174, 1.2002, 1.5889)
H (-0.5441, 1.1349, 2.0458)
H (-0.9844, -1.3617, 1.3791)
H (-0.6104, 1.3543, -1.4707)



# C3H9N2O

2 unconnected molecules or ions with the total composition C3H9N2O in a non-equilibrium geometry (ωB97M-V/def2-TZVPD, the Open Molecules 2025 dataset).

Summary:
lowest unoccupied orbital energy (alpha / beta) = -0.184 / -0.289 Ha
total charge = +1
relative energy (zero: lowest compared OMol25 entry of this formula, charge and spin) = 174.5 kJ/mol
orbital gap (alpha / beta) = 0.16732 / 0.26757 Ha
2S+1 = 3
largest force on an atom = 0.1025 Eh/bohr
total energy = -8272.3667 eV

Geometry (Å):
C (-1.4827, 0.4619, -0.1698)
C (2.0453, -0.7785, 0.7825)
C (1.7226, -0.0074, -0.4128)
N (-2.3162, 0.0744, -1.2064)
N (-1.9730, 0.2526, 1.0605)
O (2.5058, 0.9876, -0.7940)
H (1.4502, -0.2566, 1.4608)
H (3.0651, -0.5838, 1.0776)
H (1.6578, -1.8772, 0.6592)
H (0.7946, -0.0914, -0.9068)
H (-2.0750, 0.0202, -2.1749)
H (-3.2060, -0.4557, -0.9070)
H (-1.4721, 0.4254, 1.9068)
H (-2.9862, 0.3212, 1.2684)
H (2.2699, 1.5073, -1.6440)



# C46H46GeN4ReSSi

A molecular structure, C46H46GeN4ReSSi in a non-equilibrium geometry (ωB97M-V/def2-TZVPD, the Open Molecules 2025 dataset).

Summary:
lowest unoccupied orbital energy (alpha / beta) = 0.147 / 0.146 Ha
total charge = -2
relative energy (zero: lowest compared OMol25 entry of this formula, charge and spin) = 126.9 kJ/mol
orbital gap (alpha / beta) = 0.13339 / 0.14599 Ha
2S+1 = 4
largest force on an atom = 0.0315 Eh/bohr
total energy = -131764.2142 eV

Geometry (Å):
Re (-0.0318, -0.3397, 0.2691)
C (2.0194, 1.6576, 3.5989)
C (1.0414, 1.2071, 2.5675)
N (1.4216, 0.4099, 1.5535)
N (2.7211, 0.0035, 1.4529)
C (3.0852, -0.8835, 0.5240)
N (4.4377, -1.2417, 0.5985)
S (2.0673, -1.5034, -0.6332)
C (-0.3234, 1.5469, 2.5346)
C (-0.9761, 2.4356, 3.4326)
C (-2.3008, 2.7310, 3.2727)
C (-3.0207, 2.1637, 2.2050)
C (-2.3547, 1.3017, 1.3623)
N (-1.0681, 0.9732, 1.5113)
H (2.4493, 0.8025, 4.1353)
H (2.8427, 2.2338, 3.1559)
H (1.5455, 2.2932, 4.3426)
H (3.4106, 0.3860, 2.0809)
H (4.7049, -1.5760, 1.5154)
H (4.6406, -1.9414, -0.1015)
H (-0.4146, 2.8864, 4.2400)
H (-2.7879, 3.4091, 3.9638)
H (-4.0680, 2.3746, 2.0443)
H (-2.8492, 0.8189, 0.5290)
C (-1.2396, -1.7220, -0.6393)
C (-1.5128, -2.8882, -0.9508)
C (-1.8009, -4.2259, -1.2897)
C (-2.7449, -4.9654, -0.5037)
C (-3.2141, -6.2634, -0.8440)
C (-4.1165, -6.9505, -0.0499)
C (-4.6343, -6.3932, 1.1161)
C (-4.2281, -5.0988, 1.4465)
C (-3.3249, -4.4033, 0.6672)
C (-0.9445, -4.8103, -2.3189)
C (-0.4304, -6.1237, -2.2535)
C (0.4914, -6.5967, -3.1750)
C (0.9468, -5.7945, -4.2165)
C (0.4599, -4.4908, -4.2993)
C (-0.4560, -4.0128, -3.3787)
H (-2.8699, -6.7213, -1.7618)
H (-4.4290, -7.9464, -0.3517)
H (-5.3296, -6.9411, 1.7406)
H (-4.6250, -4.6239, 2.3391)
H (-3.0176, -3.4035, 0.9498)
H (-0.7236, -6.7582, -1.4271)
H (0.8846, -7.6022, -3.0591)
H (1.6712, -6.1672, -4.9314)
H (0.8135, -3.8296, -5.0840)
H (-0.7950, -2.9848, -3.4390)
C (0.1406, -1.2903, 4.9009)
Si (-0.7396, -2.1714, 3.4645)
C (-0.9691, -3.9534, 4.0657)
C (-2.4914, -1.4867, 3.4642)
C (0.1895, -2.0661, 1.9005)
H (-0.2771, -1.6111, 5.8614)
H (0.0263, -0.2044, 4.8289)
H (1.2126, -1.5185, 4.9075)
H (-1.3542, -3.9827, 5.0924)
H (-0.0291, -4.5134, 4.0357)
H (-1.6842, -4.4734, 3.4195)
H (-3.0335, -1.8204, 4.3561)
H (-3.0342, -1.8393, 2.5818)
H (-2.5066, -0.3946, 3.4485)
H (-0.0151, -2.9743, 1.3258)
H (1.2603, -2.0930, 2.1564)
C (0.0635, 0.8960, -1.1201)
Ge (1.1472, 1.8005, -2.3557)
C (2.3540, 0.7162, -3.4904)
C (1.7816, -0.1038, -4.4657)
C (2.5387, -1.0424, -5.1563)
C (3.8932, -1.1806, -4.8813)
C (4.4792, -0.3829, -3.9083)
C (3.7115, 0.5455, -3.2133)
C (2.2801, 3.0479, -1.3220)
C (1.9398, 3.3016, 0.0090)
C (2.7045, 4.1580, 0.7933)
C (3.8236, 4.7849, 0.2580)
C (4.1680, 4.5562, -1.0675)
C (3.3978, 3.6968, -1.8468)
C (0.1662, 2.9073, -3.6646)
C (0.8302, 3.5516, -4.7096)
C (0.1553, 4.4078, -5.5729)
C (-1.2070, 4.6271, -5.4047)
C (-1.8834, 3.9889, -4.3741)
C (-1.1978, 3.1438, -3.5071)
H (0.7210, -0.0155, -4.6809)
H (2.0690, -1.6775, -5.8985)
H (4.4831, -1.9210, -5.4089)
H (5.5319, -0.4995, -3.6744)
H (4.1767, 1.1379, -2.4321)
H (1.0670, 2.8092, 0.4243)
H (2.4214, 4.3399, 1.8247)
H (4.4237, 5.4493, 0.8698)
H (5.0341, 5.0487, -1.4960)
H (3.6813, 3.5263, -2.8811)
H (1.8900, 3.3680, -4.8621)
H (0.6890, 4.9039, -6.3761)
H (-1.7382, 5.2929, -6.0755)
H (-2.9474, 4.1517, -4.2444)
H (-1.7195, 2.6466, -2.6945)



# C7H8O

C7H8O in the gas phase in a non-equilibrium geometry (ωB97M-V/def2-TZVPD, the Open Molecules 2025 dataset).

Summary:
lowest unoccupied orbital energy = -0.002 Ha
structure (SMILES) = O=CC1=C[C@H]2C[C@@H]1C2
total charge = 0
relative energy (zero: lowest compared OMol25 entry of this formula, charge and spin) = 733.0 kJ/mol
orbital gap = 0.34739 Ha
largest force on an atom = 0.1749 Eh/bohr
total energy = -9428.6453 eV

Geometry (Å):
O (1.4838, -2.9653, -0.9192)
C (0.3296, -2.2511, -0.7920)
C (0.0866, -0.8482, -0.5859)
C (-0.9139, -0.7567, 0.2649)
C (-0.9137, 0.8462, 0.7381)
C (0.6962, 0.7480, 0.9534)
C (0.7825, 0.6821, -0.6615)
C (-0.4951, 1.5643, -0.7109)
H (-0.5776, -3.0090, -0.5754)
H (-1.3481, -1.4895, 1.0916)
H (-1.6355, 1.2152, 1.6314)
H (0.9964, -0.3801, 1.5281)
H (1.2972, 1.6907, 1.6018)
H (1.7096, 0.7856, -1.6010)
H (-1.3761, 1.5445, -1.4669)
H (-0.1219, 2.6232, -0.4965)



# C2H2N2OP

A gas-phase ion, C2H2N2OP (charge +1) in a non-equilibrium geometry (ωB97M-V/def2-TZVPD, the Open Molecules 2025 dataset).

Summary:
lowest unoccupied orbital energy (alpha / beta) = -0.310 / -0.322 Ha
total charge = +1
relative energy (zero: lowest compared OMol25 entry of this formula, charge and spin) = 460.2 kJ/mol
orbital gap (alpha / beta) = 0.23769 / 0.24179 Ha
largest force on an atom = 0.0965 Eh/bohr
total energy = -16407.6592 eV

Geometry (Å):
C (1.1065, 0.7172, 0.1216)
C (0.6509, -0.6652, -0.1944)
N (0.7709, 1.8374, -0.1466)
N (-1.9158, -0.0782, -0.0196)
O (-3.0060, 0.3486, 0.0177)
P (-0.9340, -1.3416, -0.0261)
H (2.0602, 0.6690, 0.7180)
H (1.2674, -1.4872, -0.4706)



# C4H7NO

2 unconnected molecules or ions with the total composition C4H7NO in a non-equilibrium geometry (ωB97M-V/def2-TZVPD, the Open Molecules 2025 dataset).

Summary:
lowest unoccupied orbital energy = 0.033 Ha
structure (SMILES) = C=[N+](C)[O-].C#C
total charge = 0
relative energy (zero: lowest compared OMol25 entry of this formula, charge and spin) = 613.7 kJ/mol
orbital gap = 0.36411 Ha
largest force on an atom = 0.1329 Eh/bohr
total energy = -7793.2833 eV

Geometry (Å):
C (0.7427, 0.0793, -0.6638)
N (0.1493, -0.5589, 0.2281)
C (-0.1043, -2.0159, -0.2450)
O (-0.0286, -0.3330, 1.4315)
H (0.9717, -0.2688, -1.6018)
H (1.1387, 1.1302, -0.3317)
H (-0.3535, -1.7963, -1.3579)
H (0.7865, -2.6340, -0.0811)
H (-0.8423, -2.4562, 0.4576)
C (-1.6704, 3.4713, 0.1797)
C (-1.4511, 2.9713, 1.2349)
H (-2.1550, 3.5577, -0.7448)
H (-1.2673, 2.6327, 2.2876)



# C5H2F3N

C5H2F3N in the gas phase in a non-equilibrium geometry (ωB97M-V/def2-TZVPD, the Open Molecules 2025 dataset).

Summary:
lowest unoccupied orbital energy (alpha / beta) = -0.094 / -0.077 Ha
total charge = 0
relative energy (zero: lowest compared OMol25 entry of this formula, charge and spin) = 258.8 kJ/mol
orbital gap (alpha / beta) = 0.25913 / 0.27064 Ha
largest force on an atom = 0.0669 Eh/bohr
total energy = -14852.5288 eV

Geometry (Å):
C (1.8255, 0.4588, 1.4559)
C (1.0572, 0.1969, 0.4164)
C (-0.4252, -1.4951, 0.1280)
C (0.0265, 0.8021, -0.3988)
C (-1.1296, -0.2619, -0.4516)
N (2.5191, 0.4385, 2.4202)
F (-0.0704, -2.3915, -0.8416)
F (-2.0774, 0.0677, 0.5004)
F (-1.7162, -0.3750, -1.6187)
H (-0.2185, 1.8132, -0.1131)
H (0.2090, 0.7464, -1.4971)